(1)
The following is a DFT calculation (ωB97M-V with the def2-TZVPD basis set) of a cluster of 4 separate species, C21H37BN3O2 in total in a non-equilibrium geometry.

CARTESIAN COORDINATES (ANGSTROEM)
C (-5.8298, -0.7926, 1.2991)
C (-4.9290, -0.1559, 1.8013)
B (-3.7727, 0.6869, 2.5248)
C (-2.4633, -0.2632, 2.8695)
C (-1.5528, -0.4344, 1.6314)
C (-0.6686, -1.6870, 1.6554)
C (-1.4330, -2.9952, 1.4230)
C (-1.7618, -3.2407, -0.0540)
O (-2.9019, -2.4744, -0.4691)
C (-2.7672, -1.7829, -1.6115)
C (-3.6302, -0.5572, -1.6666)
O (-2.0423, -2.1204, -2.5250)
H (-6.6232, -1.4437, 1.0080)
H (-4.2496, 1.1099, 3.5751)
H (-3.4209, 1.6017, 1.8182)
H (-2.7942, -1.2420, 3.2294)
H (-1.8586, 0.2382, 3.6295)
H (-0.8964, 0.4407, 1.6136)
H (-2.1691, -0.3998, 0.7354)
H (0.1580, -1.6131, 0.9363)
H (-0.2180, -1.7392, 2.6466)
H (-2.3467, -2.9916, 2.0161)
H (-0.7963, -3.8318, 1.7245)
H (-2.0261, -4.2943, -0.1630)
H (-0.8819, -2.9995, -0.6444)
H (-3.1144, 0.3005, -1.2422)
H (-3.8415, -0.3475, -2.7155)
H (-4.5705, -0.7307, -1.1513)
C (4.2903, -3.4355, 2.1784)
C (4.0321, -2.1896, 1.3399)
C (3.9262, -0.9149, 2.1896)
C (2.8041, -1.0650, 3.1204)
N (1.8946, -1.1907, 3.8049)
H (3.4721, -3.6238, 2.8747)
H (4.3856, -4.3141, 1.5390)
H (5.2135, -3.3336, 2.7533)
H (3.1083, -2.3200, 0.7715)
H (4.8376, -2.0691, 0.6208)
H (3.7495, -0.0441, 1.5585)
H (4.8383, -0.7391, 2.7546)
C (5.1269, 0.9003, -2.1029)
C (6.5242, 1.4596, -1.8587)
C (7.4954, 0.4101, -1.3044)
C (7.0249, -0.1112, -0.0209)
N (6.6566, -0.5113, 0.9871)
H (4.6675, 0.5551, -1.1756)
H (4.4762, 1.6661, -2.5232)
H (5.1550, 0.0618, -2.8012)
H (6.4631, 2.2993, -1.1642)
H (6.9298, 1.8478, -2.7946)
H (8.4856, 0.8418, -1.1564)
H (7.5932, -0.4243, -2.0007)
C (-5.3188, 4.3245, -3.3784)
C (-3.9369, 4.8512, -3.0096)
C (-3.0782, 3.8059, -2.2909)
C (-3.7067, 3.3749, -1.0406)
N (-4.1987, 3.0203, -0.0675)
H (-5.8866, 4.0495, -2.4893)
H (-5.8895, 5.0855, -3.9128)
H (-5.2446, 3.4448, -4.0207)
H (-4.0426, 5.7324, -2.3737)
H (-3.4162, 5.1707, -3.9157)
H (-2.0939, 4.2144, -2.0592)
H (-2.9358, 2.9295, -2.9264)

Properties
LUMO level, Eh: 0.067
Energy relative to the best compared isomer or geometry (same formula, charge and spin), eV: 0.000
HOMO, eV: -4.09
Total charge: -1
Orbital gap, hartree: 0.217

Mulliken population analysis, charges in e, atoms 1 to 5: -0.7943, 0.1012, 0.2749, -1.0743, 0.4571


(2)
The following is a DFT calculation (ωB97M-V with the def2-TZVPD basis set) of a cluster of 4 separate species, C6H7Cl9O3 in total in a non-equilibrium geometry.

CARTESIAN COORDINATES (ANGSTROEM)
C (3.3659, 2.2651, -0.5593)
Cl (3.8437, 3.9661, -0.5929)
Cl (2.0729, 1.9579, -1.7917)
Cl (2.7716, 1.6595, 1.0041)
H (4.2558, 1.7351, -0.8987)
C (-0.5724, 3.3143, 2.3568)
Cl (-1.5593, 4.2750, 1.2422)
Cl (-1.5835, 2.6096, 3.6425)
Cl (0.7436, 4.1460, 3.0040)
H (-0.1772, 2.5099, 1.7363)
C (-1.4356, -3.6717, -2.7465)
Cl (-1.8243, -4.3244, -4.2931)
Cl (-0.6242, -2.1493, -2.9788)
Cl (-0.3635, -4.8545, -2.0051)
H (-2.3533, -3.5434, -2.1726)
C (0.1472, -0.4366, 0.6090)
C (-0.2977, -1.8408, 0.2820)
O (-1.5565, -1.5603, -0.1561)
C (-2.0874, -0.5226, 0.5637)
O (-3.2295, -0.3389, 0.8276)
O (-1.0299, 0.1579, 1.0994)
H (0.6723, 0.1250, -0.1636)
H (0.9293, -0.5452, 1.3605)
H (-0.3648, -2.5457, 1.1106)
H (0.2568, -2.3881, -0.4803)

Properties
LUMO level (alpha / beta), Eh: 0.082 / 0.081
HOMO (alpha / beta), eV: -0.05 / -6.52
Total charge: -1
Orbital gap (alpha / beta), hartree: 0.083 / 0.321
2S+1: 2

Mulliken population analysis, charges in e, atoms 1 to 5: 0.0359, -0.3643, -0.4566, -0.4665, 0.3183


What did we get for DFT total energy? Answer: -1161.91981, -4600.23614 Eh, in the order shown.